No. 1
DFT (wB97M-V/def2-TZVPD) results for a cluster of 11 separate species, C44H66O33 in total in a non-equilibrium geometry.

Properties
HOMO-LUMO gap = 10.388 eV
Structure (SMILES) = C[C@H]1COC(=O)O1.C[C@H]1COC(=O)O1.C[C@H]1COC(=O)O1.C[C@H]1COC(=O)O1.C[C@H]1COC(=O)O1.C[C@H]1COC(=O)O1.C[C@H]1COC(=O)O1.C[C@H]1COC(=O)O1.C[C@H]1COC(=O)O1.C[C@H]1COC(=O)O1.C[C@H]1COC(=O)O1
2S+1 = 1

Atoms and positions in Å:
C 2.664 -3.796 -7.036
C 1.584 -3.084 -7.634
C 0.740 -3.877 -8.629
O -0.545 -3.700 -8.138
C -0.544 -3.031 -6.996
O -1.520 -2.718 -6.376
O 0.670 -2.913 -6.597
H 3.060 -3.163 -6.242
H 3.467 -4.165 -7.674
H 2.337 -4.674 -6.479
H 2.018 -2.160 -8.018
H 1.073 -4.915 -8.636
H 0.840 -3.420 -9.613
C 8.207 1.343 4.172
C 8.603 -0.018 3.470
C 8.403 -1.268 4.320
O 7.627 -2.013 3.444
C 7.292 -1.409 2.307
O 6.708 -2.030 1.398
O 7.714 -0.184 2.236
H 8.217 2.225 3.531
H 8.942 1.482 4.965
H 7.215 1.204 4.602
H 9.639 0.091 3.148
H 7.731 -1.076 5.157
H 9.204 -1.931 4.647
C 1.859 -1.896 9.724
C 2.767 -0.839 9.043
C 2.731 0.495 9.769
O 4.099 0.866 9.795
C 4.867 -0.210 9.583
O 6.078 -0.175 9.595
O 4.120 -1.227 9.167
H 2.274 -2.221 10.678
H 1.725 -2.768 9.084
H 0.876 -1.446 9.862
H 2.611 -0.605 7.989
H 2.329 0.372 10.775
H 2.239 1.301 9.223
C -0.383 1.428 -1.470
C -0.694 0.204 -0.679
C 0.591 -0.616 -0.268
O 0.692 -0.119 0.926
C -0.411 0.423 1.466
O -0.686 0.535 2.622
O -1.267 0.553 0.528
H 0.171 2.240 -0.999
H -1.215 1.893 -2.000
H 0.178 1.213 -2.380
H -1.261 -0.543 -1.234
H 1.531 -0.382 -0.768
H 0.473 -1.693 -0.147
C -0.832 9.167 4.482
C -0.502 8.268 3.319
C -0.207 6.717 3.673
O -1.142 5.941 3.073
C -2.002 6.779 2.370
O -2.990 6.483 1.628
O -1.582 8.113 2.505
H 0.089 9.491 4.966
H -1.410 8.654 5.250
H -1.454 10.051 4.344
H 0.343 8.653 2.747
H -0.259 6.696 4.761
H 0.786 6.379 3.377
C -1.493 -9.533 -5.585
C -1.986 -8.332 -4.939
C -2.595 -8.540 -3.594
O -1.912 -7.782 -2.610
C -0.831 -7.229 -3.276
O 0.098 -6.516 -2.871
O -0.816 -7.679 -4.548
H -0.839 -9.244 -6.408
H -2.360 -10.007 -6.045
H -1.092 -10.184 -4.807
H -2.653 -7.656 -5.474
H -2.494 -9.586 -3.303
H -3.680 -8.484 -3.684
C -6.803 1.974 -2.035
C -6.764 1.258 -3.418
C -7.080 -0.134 -3.821
O -7.552 0.112 -5.128
C -7.905 1.362 -5.272
O -8.304 1.918 -6.271
O -7.559 2.033 -4.220
H -6.128 1.606 -1.263
H -7.856 1.970 -1.751
H -6.688 3.057 -2.085
H -5.712 1.331 -3.694
H -7.784 -0.570 -3.113
H -6.233 -0.812 -3.711
C 4.692 9.913 -3.448
C 3.916 9.038 -2.514
C 4.092 7.560 -2.726
O 4.105 7.070 -1.332
C 4.539 8.047 -0.539
O 4.741 7.907 0.633
O 4.486 9.269 -1.305
H 4.529 10.957 -3.182
H 4.435 9.999 -4.504
H 5.717 9.605 -3.654
H 2.836 9.169 -2.453
H 5.020 7.275 -3.221
H 3.214 7.085 -3.163
C -4.719 8.191 -4.358
C -3.682 7.501 -5.274
C -3.785 7.685 -6.769
O -2.477 7.947 -7.109
C -1.754 8.285 -6.021
O -0.590 8.731 -6.041
O -2.436 8.095 -4.985
H -5.503 7.661 -3.817
H -5.322 8.859 -4.972
H -4.271 8.734 -3.525
H -3.637 6.462 -4.947
H -4.540 8.366 -7.162
H -4.106 6.761 -7.251
C -4.059 -4.695 3.158
C -4.342 -3.894 4.420
C -4.937 -2.538 4.167
O -6.131 -2.555 4.870
C -6.504 -3.828 5.393
O -7.595 -4.065 5.792
O -5.399 -4.598 5.071
H -4.843 -4.504 2.424
H -4.267 -5.743 3.378
H -3.047 -4.465 2.824
H -3.481 -3.916 5.087
H -5.198 -2.276 3.141
H -4.420 -1.711 4.653
C 1.574 -9.338 4.437
C 1.327 -9.041 2.969
C 2.414 -8.399 2.155
O 2.554 -9.311 1.095
C 1.765 -10.337 1.147
O 1.768 -11.297 0.363
O 1.083 -10.295 2.284
H 0.702 -9.747 4.948
H 1.789 -8.482 5.077
H 2.381 -10.054 4.590
H 0.367 -8.538 2.858
H 3.356 -8.480 2.698
H 2.182 -7.376 1.862

***

No. 2
DFT (wB97M-V/def2-TZVPD) results for the molecule C2H5N3O2S in a non-equilibrium geometry.

Properties
HOMO-LUMO gap = 8.282 eV
Structure (SMILES) = N/N=C(/NO)C(O)=S
2S+1 = 1

Atoms and positions in Å:
N 1.501 1.827 0.019
N 0.230 1.488 -0.055
C -0.200 0.278 -0.160
N -1.597 0.130 -0.424
O -2.234 -0.456 0.715
C 0.557 -0.973 -0.106
O -0.208 -2.036 -0.338
S 2.165 -1.148 0.204
H 1.663 2.785 0.240
H 2.212 1.132 0.269
H -1.972 1.081 -0.450
H -2.488 -1.294 0.369
H 0.371 -2.813 -0.282

***

Across the entries above, relative energy (zero: lowest compared OMol25 entry of this formula, charge and spin) takes the values 237.9, 69.9 kcal/mol, respectively.